(1)
C17H17IrO5S2 as an isolated structure, computed with the ωB97M-V functional and the def2-TZVPD basis.

As for the HOMO energy (alpha / beta): -11.42 / -11.40 eV. Its spin multiplicity is 2. As for the net charge: +1.

Geometry (Å):
H  -1.3595  -4.5908  -1.0541
H  -0.3523  0.7107  -5.2536
C  -2.2562  -3.9920  -0.9077
H  0.7576  3.2936  4.2458
C  -0.6830  0.3324  -2.6816
H  -3.0127  -0.7515  0.6627
H  3.8293  -0.9891  -3.2357
H  -0.0352  2.3209  6.3368
H  -0.8568  -1.3659  4.2884
C  -0.5040  0.4119  5.4421
C  0.5707  0.3588  -4.8145
C  0.9662  2.1208  1.8535
C  1.3972  3.5562  1.8416
C  -3.2263  -1.6500  0.0852
C  -0.0373  1.7311  5.4316
H  -4.1327  -2.1195  0.4667
C  2.8830  -0.3314  -5.0371
O  -0.0196  -0.6423  2.0451
H  -3.3175  -1.4069  -0.9726
H  3.7562  -0.4984  -5.6519
C  -0.0128  0.1749  3.0870
H  1.6604  0.3726  -6.6606
O  -1.7444  0.2068  -3.2410
H  1.6564  3.8404  0.8261
O  -0.6541  -2.0743  -0.3151
Ir  0.2058  -0.2248  0.1227
H  -2.5382  -3.4980  -1.8352
H  2.2664  3.6996  2.4853
C  1.7031  0.1580  -5.6013
O  -0.5355  0.7700  -1.4565
H  -0.8734  -0.0183  6.3638
C  1.7865  -0.3780  -2.8763
C  0.4459  1.5189  3.0617
S  -1.8528  -2.7716  0.3326
S  2.0243  -0.7728  -1.2439
C  0.4149  2.2686  4.2553
C  -0.5013  -0.3440  4.2950
O  1.1322  1.5013  0.7800
H  -3.0621  -4.6166  -0.5245
H  0.5931  4.1931  2.2078
C  2.9269  -0.6041  -3.6937
C  0.5916  0.1000  -3.4598

Here are the Mulliken charges for atoms 1 to 8, given in e: number 1, H, carries 0.36; number 2, H, carries 0.47; number 3, C, carries -1.01; number 4, H, carries 0.38; number 5, C, carries 0.39; number 6, H, carries 0.27; number 7, H, carries 0.44; number 8, H, carries 0.41

---

(2)
A 2-piece molecular cluster, C7H8N overall, computed with the ωB97M-V functional and the def2-TZVPD basis.

As for the HOMO energy: -13.52 eV. Its spin multiplicity is 1. As for the net charge: +1.

Geometry (Å):
C  0.4640  0.8472  -0.7054
H  -1.7366  -0.6941  -1.2993
C  3.4198  -0.4632  0.0315
C  2.3471  -0.0175  -0.2292
C  -0.6378  0.0265  0.0573
H  0.5361  3.1528  0.0488
H  -1.3480  -1.7970  0.6230
H  0.0691  -1.1352  1.3951
C  -0.3445  -1.4314  0.4605
C  -0.4662  1.2444  0.8726
H  0.3390  -1.8746  -0.2594
C  0.2091  2.0550  0.0566
H  -2.8322  -0.0339  -0.0051
N  -2.0044  0.0796  -0.6084
H  -2.2444  1.0049  -1.0247
H  4.2297  -0.9635  0.5861

Here are the Mulliken charges for atoms 1 to 8, given in e: number 1, C, carries -0.03; number 2, H, carries 0.43; number 3, C, carries 0.04; number 4, C, carries -0.64; number 5, C, carries 0.94; number 6, H, carries 0.35; number 7, H, carries 0.43; number 8, H, carries 0.40

---

(3)
A 2-piece molecular cluster, C4H8BrF3IO3PS2 overall, computed with the ωB97M-V functional and the def2-TZVPD basis.

As for the HOMO energy: -6.69 eV. Its spin multiplicity is 1.

Geometry (Å):
H  0.9541  3.2766  1.2991
H  1.6810  -0.2167  -0.3040
C  0.3182  0.5208  -1.7776
S  -1.5763  -1.4640  1.0439
Br  1.5184  -3.0892  -1.0958
C  -0.4597  3.3671  -0.2462
C  0.8719  0.5268  -0.3504
H  -0.6528  1.0084  -1.8339
H  0.1868  -0.5092  -2.1303
C  0.3289  2.5119  0.7860
I  -2.9471  -4.7421  1.3272
F  -1.4863  2.7341  -0.8472
F  0.3075  3.8730  -1.2412
S  -1.6045  -3.2472  0.0007
H  0.4863  -4.1813  2.4088
O  1.3946  1.7267  0.0989
F  -0.9965  4.4268  0.3886
O  0.9130  -3.7683  1.6476
P  0.3518  -4.3432  0.2427
O  -0.4666  1.7886  1.5196
H  0.1078  0.2292  0.3625
H  -0.2326  -1.4666  1.1519
H  1.0018  1.0378  -2.4511

Here are the Mulliken charges for atoms 1 to 8, given in e: number 1, H, carries 0.22; number 2, H, carries 0.37; number 3, C, carries -1.01; number 4, S, carries 0.12; number 5, Br, carries 0.00; number 6, C, carries 0.69; number 7, C, carries 0.37; number 8, H, carries 0.24

---

(4)
A 2-piece molecular cluster, C4H11N3O2 overall, computed with the ωB97M-V functional and the def2-TZVPD basis.

As for the HOMO energy: -9.08 eV. Its spin multiplicity is 1. Its SMILES is [H]/N=C(/N)NC.CC(=O)O.

Geometry (Å):
C  2.6144  -2.6189  -1.0473
H  2.6375  -1.2556  0.6039
H  0.3962  -1.6915  1.7004
C  -1.8775  3.1128  0.3864
H  3.5270  -2.2569  -1.5778
N  0.2803  -0.1908  -1.0537
H  1.9925  -2.7853  -1.8878
O  -3.4284  1.8459  1.8131
O  -2.2136  0.7143  0.4487
C  -2.5877  1.8584  0.9373
H  0.7103  0.2833  -1.7911
N  -0.1108  -1.3489  0.8666
H  -0.8610  -0.7990  1.1839
H  2.8659  -3.5981  -0.6573
H  -1.6927  0.6981  -0.3618
N  2.0500  -1.6476  -0.0881
C  0.6920  -1.0228  -0.2096
H  -2.1608  3.5072  -0.7039
H  -0.7515  3.1253  0.5387
H  -2.0822  4.0698  0.8993

Here are the Mulliken charges for atoms 1 to 8, given in e: number 1, C, carries -0.84; number 2, H, carries 0.22; number 3, H, carries 0.25; number 4, C, carries -0.95; number 5, H, carries 0.29; number 6, N, carries -0.58; number 7, H, carries 0.30; number 8, O, carries -0.57

---

The following energy above the lowest of the compared OMol25 structures with the same formula, charge and spin values (in kcal per mole) correspond, in order, to the records above: 11.80, 159.06, 0.00, 49.56.